Here is C30H24ClIrNO2PS2 as an isolated structure in a non-equilibrium geometry from the Open Molecules 2025 dataset. Energies are from wB97M-V/def2-TZVPD.

For the orbital gap (spin up / spin down), the calculation gives 5.398 / 5.060 eV. As for the spin multiplicity: 6. The calculation puts the LUMO energy (spin up / spin down) at -0.1317 / -0.2516 hartree. Its net charge is +1. The expectation value of S² is 8.80.

XYZ file:
```
62
C30H24ClIrNO2PS2, DFT wB97M-V/def2-TZVPD
C -0.57373 -1.31231 2.31588
C -0.84766 -1.66720 0.95179
C 0.41431 -2.10665 0.35801
H -1.80438 -1.71310 0.44305
C 1.42956 -2.04258 1.36491
C 0.84854 -1.52387 2.55454
H 1.37426 -1.30852 3.47788
H -1.32202 -0.95215 3.02195
H 0.53362 -2.43917 -0.67363
H 2.47157 -2.32496 1.21785
Ir 0.41660 0.02669 0.80050
Cl 2.43160 1.14981 0.25058
P 0.20378 0.14542 -1.46288
C 1.29548 -1.00937 -2.43608
C 0.83296 -1.67193 -3.58593
H -0.23094 -1.74560 -3.80978
C 1.73077 -2.24141 -4.50042
H 1.34752 -2.66845 -5.42864
C 3.09446 -2.24973 -4.21806
H 3.79553 -2.68044 -4.93869
C 3.55201 -1.72890 -3.00408
H 4.61264 -1.76892 -2.77039
C 2.65248 -1.15097 -2.10118
H 3.01368 -0.76813 -1.14441
C -1.41785 -0.33158 -2.24401
C -1.98710 -1.60784 -2.05897
H -1.48282 -2.35453 -1.44547
C -3.18918 -1.95368 -2.69168
H -3.70591 -2.87884 -2.43567
C -3.72208 -1.11442 -3.66971
H -4.62362 -1.40786 -4.21271
C -3.10220 0.10566 -3.94825
H -3.47313 0.74318 -4.74811
C -2.00892 0.52843 -3.17913
H -1.60550 1.53558 -3.33456
C 0.58247 1.73780 -2.29680
C 1.29093 1.78842 -3.50443
H 1.82924 0.90695 -3.86868
C 1.32596 2.97327 -4.25262
H 1.80994 2.97859 -5.23048
C 0.74087 4.13310 -3.74366
H 0.76677 5.05666 -4.32655
C 0.13959 4.11414 -2.48082
H -0.31353 5.02294 -2.08961
C 0.11287 2.93686 -1.72930
H -0.26616 2.93375 -0.70087
O 2.29978 1.86638 6.54190
S 1.75713 0.74551 5.81925
O 2.30484 -0.56587 6.04528
N 1.51101 1.03655 4.16446
C 0.25949 1.21651 3.82640
S -0.06583 1.73210 2.18720
C -0.70249 0.94431 4.92008
C -2.09334 0.76930 4.91965
C -2.73279 0.33343 6.08771
C -1.99648 0.08550 7.26404
C -0.59775 0.22587 7.25904
C 0.00948 0.68127 6.09129
H -2.65280 0.96534 4.00556
H -3.81017 0.16047 6.09148
H -2.49618 -0.24463 8.18080
H 0.03288 -0.04621 8.10515
```

Here is C30H24ClN3OReS2Te2 as an isolated structure from the Open Molecules 2025 dataset. Energies are from wB97M-V/def2-TZVPD.

For the orbital gap (spin up / spin down), the calculation gives 6.389 / 5.974 eV. As for the spin multiplicity: 2. The calculation puts the LUMO energy (spin up / spin down) at -0.0462 / -0.0636 hartree. Its net charge is 0. The calculation puts the energy above the lowest of the compared OMol25 structures with the same formula, charge and spin at 0.0 kJ/mol. The expectation value of S² is 1.04.

XYZ file:
```
64
C30H24ClN3OReS2Te2, DFT wB97M-V/def2-TZVPD
Re 0.56287 -0.62006 0.85385
Cl 6.54640 -0.91446 5.05484
C 4.99095 -1.01309 4.28671
C 3.91006 -1.57151 4.98504
C 2.68362 -1.65692 4.38695
C 2.45941 -1.18565 3.07333
O 1.24806 -1.32314 2.60003
C 3.55832 -0.62246 2.37355
C 3.52804 -0.13450 1.03047
N 2.48598 -0.03022 0.27036
C 2.60278 0.41254 -1.07842
C 3.75940 0.79793 -1.70424
C 3.74696 1.22848 -3.04468
C 2.58243 1.27914 -3.75296
C 1.37029 0.88755 -3.14267
C 0.12677 0.91812 -3.81454
C -1.00254 0.54030 -3.15452
C -0.90249 0.10377 -1.82161
N 0.23901 0.04031 -1.17475
C 1.38473 0.44701 -1.80770
C 4.82010 -0.55868 3.01377
H 4.05800 -1.93575 5.99268
H 1.83927 -2.09253 4.90351
H 4.49578 0.16207 0.63512
H 4.70702 0.78260 -1.18556
H 4.67918 1.52288 -3.50740
H 2.56914 1.61499 -4.78195
H 0.09065 1.25377 -4.84367
H -1.97540 0.56363 -3.62461
H -1.78153 -0.19714 -1.26870
H 5.66183 -0.13918 2.47692
Te -0.40159 1.69137 1.51847
C 0.92917 2.98459 0.51393
C 2.23387 3.26830 0.80560
C 2.84420 4.13434 -0.14304
C 1.99082 4.49824 -1.14061
S 0.44907 3.79090 -0.92319
H 2.73715 2.87185 1.67753
H 3.86733 4.47738 -0.07989
H 2.18691 5.15369 -1.97410
S 1.28868 -2.66960 -0.32275
C 0.41833 -3.99599 0.25219
N -0.15119 -4.92944 0.62719
C -6.80696 -0.29233 -1.76597
C -5.58898 -0.60766 -0.94098
C -5.38176 -0.00912 0.29469
C -4.26582 -0.29553 1.07371
C -4.13836 0.35176 2.42611
C -3.31178 -1.19823 0.58291
Te -1.64388 -1.68776 1.80825
C -3.51307 -1.83835 -0.64588
C -2.56735 -2.87625 -1.19090
C -4.64702 -1.52156 -1.38913
H -7.43176 0.45418 -1.27746
H -7.41158 -1.18670 -1.92542
H -6.52724 0.09132 -2.74861
H -6.11433 0.69674 0.67114
H -4.96852 1.03407 2.60460
H -3.21354 0.92400 2.51042
H -4.13522 -0.39437 3.22414
H -1.55194 -2.74959 -0.82064
H -2.53700 -2.83473 -2.28102
H -2.88677 -3.88041 -0.90520
H -4.79497 -2.01488 -2.34522
```

Here is a 2-piece molecular cluster, C30H24NO3 overall in a non-equilibrium geometry from the Open Molecules 2025 dataset. Energies are from wB97M-V/def2-TZVPD.

For the orbital gap, the calculation gives 5.968 eV. The calculation puts the LUMO energy at 0.0716 hartree. Its net charge is -1. The calculation puts the energy above the lowest of the compared OMol25 structures with the same formula, charge and spin at 47.6 kJ/mol.

XYZ file:
```
58
C30H24NO3, DFT wB97M-V/def2-TZVPD
C -3.27495 0.08868 -3.71318
C -1.92895 0.47857 -4.24916
O -0.95416 0.16197 -3.22922
C 0.27140 0.58040 -3.65393
C 1.36721 0.22959 -2.76038
C 2.60958 0.44853 -3.33763
N 3.72595 0.56633 -3.72087
O 0.36256 1.18441 -4.71640
H -4.10811 0.30882 -4.37860
H -3.28477 -0.98837 -3.55285
H -3.50411 0.57048 -2.76424
H -1.70622 -0.10062 -5.15974
H -1.83719 1.54244 -4.48718
H 1.14724 -0.74003 -2.26382
C -3.03507 5.36821 1.44724
C -2.39874 4.98697 0.25387
C -1.63248 3.82162 0.20009
C -1.49173 2.98466 1.33479
C -0.72597 1.72485 1.23147
C 0.32859 1.59163 0.36309
C 1.09210 0.38976 0.26425
C 2.16794 0.33219 -0.67545
C 3.19977 -0.71361 -0.59781
C 2.83830 -2.06705 -0.79913
C 3.80232 -3.07385 -0.84880
C 5.15994 -2.76432 -0.66587
C 5.52652 -1.42441 -0.43429
C 4.57282 -0.41420 -0.41322
C 0.72861 -0.72014 1.06759
C -0.40745 -0.72052 1.84188
C -0.86040 -1.97227 2.48207
C -0.67262 -3.20645 1.80630
C -1.08184 -4.40662 2.38063
C -1.66473 -4.42200 3.65917
C -1.85174 -3.20687 4.33883
C -1.47189 -2.00191 3.75185
C -1.13997 0.55554 2.06492
O -2.03648 0.63877 2.89900
C -2.12290 3.39464 2.52919
C -2.88406 4.56130 2.58816
H -3.64895 6.26958 1.48627
H -2.51483 5.59633 -0.64568
H -1.17128 3.51609 -0.74745
H 0.61663 2.43922 -0.26706
H 2.47147 1.33030 -0.99655
H 1.78008 -2.32729 -0.94262
H 3.50134 -4.11423 -1.02503
H 5.91704 -3.55248 -0.71621
H 6.58149 -1.18486 -0.26760
H 4.87335 0.63199 -0.26356
H 1.35877 -1.61236 1.05795
H -0.23860 -3.19721 0.79630
H -0.95751 -5.33768 1.82285
H -1.98781 -5.36153 4.10739
H -2.31619 -3.20931 5.32789
H -1.66472 -1.05157 4.25792
H -2.04327 2.75522 3.41179
H -3.38130 4.84265 3.52076
```

The highest net charge belongs to which entry? C30H24ClIrNO2PS2

What did the first record say?
Here is C30H24ClIrNO2PS2 as an isolated structure in a non-equilibrium geometry from the Open Molecules 2025 dataset. Energies are from wB97M-V/def2-TZVPD.

For the orbital gap (spin up / spin down), the calculation gives 5.398 / 5.060 eV. As for the spin multiplicity: 6. The calculation puts the LUMO energy (spin up / spin down) at -0.1317 / -0.2516 hartree. Its net charge is +1. The expectation value of S² is 8.80.

XYZ file:
```
62
C30H24ClIrNO2PS2, DFT wB97M-V/def2-TZVPD
C -0.57373 -1.31231 2.31588
C -0.84766 -1.66720 0.95179
C 0.41431 -2.10665 0.35801
H -1.80438 -1.71310 0.44305
C 1.42956 -2.04258 1.36491
C 0.84854 -1.52387 2.55454
H 1.37426 -1.30852 3.47788
H -1.32202 -0.95215 3.02195
H 0.53362 -2.43917 -0.67363
H 2.47157 -2.32496 1.21785
Ir 0.41660 0.02669 0.80050
Cl 2.43160 1.14981 0.25058
P 0.20378 0.14542 -1.46288
C 1.29548 -1.00937 -2.43608
C 0.83296 -1.67193 -3.58593
H -0.23094 -1.74560 -3.80978
C 1.73077 -2.24141 -4.50042
H 1.34752 -2.66845 -5.42864
C 3.09446 -2.24973 -4.21806
H 3.79553 -2.68044 -4.93869
C 3.55201 -1.72890 -3.00408
H 4.61264 -1.76892 -2.77039
C 2.65248 -1.15097 -2.10118
H 3.01368 -0.76813 -1.14441
C -1.41785 -0.33158 -2.24401
C -1.98710 -1.60784 -2.05897
H -1.48282 -2.35453 -1.44547
C -3.18918 -1.95368 -2.69168
H -3.70591 -2.87884 -2.43567
C -3.72208 -1.11442 -3.66971
H -4.62362 -1.40786 -4.21271
C -3.10220 0.10566 -3.94825
H -3.47313 0.74318 -4.74811
C -2.00892 0.52843 -3.17913
H -1.60550 1.53558 -3.33456
C 0.58247 1.73780 -2.29680
C 1.29093 1.78842 -3.50443
H 1.82924 0.90695 -3.86868
C 1.32596 2.97327 -4.25262
H 1.80994 2.97859 -5.23048
C 0.74087 4.13310 -3.74366
H 0.76677 5.05666 -4.32655
C 0.13959 4.11414 -2.48082
H -0.31353 5.02294 -2.08961
C 0.11287 2.93686 -1.72930
H -0.26616 2.93375 -0.70087
O 2.29978 1.86638 6.54190
S 1.75713 0.74551 5.81925
O 2.30484 -0.56587 6.04528
N 1.51101 1.03655 4.16446
C 0.25949 1.21651 3.82640
S -0.06583 1.73210 2.18720
C -0.70249 0.94431 4.92008
C -2.09334 0.76930 4.91965
C -2.73279 0.33343 6.08771
C -1.99648 0.08550 7.26404
C -0.59775 0.22587 7.25904
C 0.00948 0.68127 6.09129
H -2.65280 0.96534 4.00556
H -3.81017 0.16047 6.09148
H -2.49618 -0.24463 8.18080
H 0.03288 -0.04621 8.10515
```

Among the records above, which one has the highest net charge? C30H24ClIrNO2PS2

The highest net charge belongs to which entry? C30H24ClIrNO2PS2